[1]
Molecular formula: CH3N2O
Method: DFT, ωB97M-V with the def2-TZVPD basis set

The calculation puts the LUMO energy at -0.215 hartree. The value obtained for the HOMO-LUMO gap is 0.5073 Ha. The highest occupied orbital energy is -19.660 eV. The value obtained for the maximum force is 1.383 eV/A. The energy above the lowest of the compared OMol25 structures with the same formula, charge and spin comes out at 0.264 eV.

ORCA input file:
```
! wB97M-V def2-TZVPD RIJCOSX def2/J DEFGRID3
* xyz 1 1
C 0.2196 -0.1583 0.3118
N 3.1500 0.2812 0.1843
N 2.0958 0.1016 -0.0239
O -0.3076 0.9925 0.2713
H 0.3678 -0.5830 1.3054
H 0.1314 -0.8673 -0.5165
H -0.6009 1.3264 -0.6018
*
```

[2]
Molecular formula: CH3N2O2
Method: DFT, ωB97M-V with the def2-TZVPD basis set

The calculation puts the LUMO energy at 0.178 hartree. The value obtained for the HOMO-LUMO gap is 0.3235 Ha. The highest occupied orbital energy is -3.961 eV. The value obtained for the maximum force is 4.758 eV/A. The energy above the lowest of the compared OMol25 structures with the same formula, charge and spin comes out at 4.139 eV.

ORCA input file:
```
! wB97M-V def2-TZVPD RIJCOSX def2/J DEFGRID3
* xyz -1 1
C 0.5007 -0.9330 -1.2960
N 1.3843 -0.6920 -0.4827
N -1.0190 0.7585 0.9779
O -1.6166 -0.0943 0.0094
O 2.5709 -0.6255 -0.0656
H -0.8675 1.6196 0.4564
H -0.8713 -0.3658 -0.6442
H -0.0815 0.3325 1.0448
*
```

[3]
Molecular formula: CH3N2O2
Method: DFT, ωB97M-V with the def2-TZVPD basis set

The calculation puts the LUMO energy at -0.266 hartree. The value obtained for the HOMO-LUMO gap is 0.2877 Ha. The highest occupied orbital energy is -15.070 eV. The value obtained for the maximum force is 5.353 eV/A. The energy above the lowest of the compared OMol25 structures with the same formula, charge and spin comes out at 3.889 eV.

ORCA input file:
```
! wB97M-V def2-TZVPD RIJCOSX def2/J DEFGRID3
* xyz 1 1
C -0.1236 -0.0938 -0.0768
N 0.7220 0.9034 -0.1290
N -1.3960 0.2859 0.3110
O -2.3669 -0.0406 -0.1989
O 0.1600 -1.3348 -0.0841
H 1.1017 -2.4110 -0.0450
H 1.6161 0.8775 0.1935
H 0.2867 1.8133 0.0293
*
```

[4]
Molecular formula: CH3N2O2S
Method: DFT, ωB97M-V with the def2-TZVPD basis set

The calculation puts the LUMO energy (alpha / beta) at 0.152 / 0.152 hartree. The value obtained for the HOMO-LUMO gap (alpha / beta) is 0.2639 / 0.2818 Ha. The highest occupied orbital energy (alpha / beta) is -3.049 / -3.538 eV. The value obtained for the maximum force is 3.410 eV/A. The energy above the lowest of the compared OMol25 structures with the same formula, charge and spin comes out at 4.949 eV.

ORCA input file:
```
! wB97M-V def2-TZVPD RIJCOSX def2/J DEFGRID3
* xyz -1 1
C -0.1483 0.0056 0.4088
N -0.3334 0.8559 -2.1288
N 0.3175 1.4726 -1.3433
O -0.5502 -1.4472 2.1713
O 1.8770 -1.2897 1.6384
S 0.6510 -0.5282 2.0089
H -0.4827 -0.9949 -0.2579
H -1.0273 0.5973 0.4979
H -0.3035 1.3287 -2.9954
*
```

[5]
Molecular formula: CH3N2O2S
Method: DFT, ωB97M-V with the def2-TZVPD basis set

The calculation puts the LUMO energy at 0.155 hartree. The value obtained for the HOMO-LUMO gap is 0.2750 Ha. The highest occupied orbital energy is -3.266 eV. The value obtained for the maximum force is 3.002 eV/A. The energy above the lowest of the compared OMol25 structures with the same formula, charge and spin comes out at 2.600 eV.

ORCA input file:
```
! wB97M-V def2-TZVPD RIJCOSX def2/J DEFGRID3
* xyz -1 1
C 0.2238 -0.5815 0.0004
N 0.4728 -0.2645 -1.3703
N 1.0306 0.5521 -0.3230
O -1.2921 -0.1481 2.2826
O -1.3477 1.3881 0.3245
S -1.5050 0.0343 0.8198
H 0.8304 -1.4755 0.4468
H 1.2017 -0.8267 -1.8853
H 0.3855 1.3218 -0.2955
*
```

[6]
Molecular formula: CH3N2O3S
Method: DFT, ωB97M-V with the def2-TZVPD basis set

The calculation puts the LUMO energy at 0.156 hartree. The value obtained for the HOMO-LUMO gap is 0.3323 Ha. The highest occupied orbital energy is -4.801 eV. The value obtained for the maximum force is 5.685 eV/A. The energy above the lowest of the compared OMol25 structures with the same formula, charge and spin comes out at 2.138 eV.

ORCA input file:
```
! wB97M-V def2-TZVPD RIJCOSX def2/J DEFGRID3
* xyz -1 1
C -0.5388 1.2495 -0.0163
N 0.8384 -0.5586 0.6867
N 0.1923 -0.2406 -0.3623
O -2.2184 -0.4978 -1.0676
O -2.4221 0.0110 1.2984
O -3.1443 1.6607 -0.3415
S -2.2305 0.5291 -0.0326
H -0.1238 1.5499 0.8947
H -0.3642 1.7513 -0.9333
H 1.1048 -1.5702 0.6033
*
```

[7]
Molecular formula: CH3N2O3S
Method: DFT, ωB97M-V with the def2-TZVPD basis set

The calculation puts the LUMO energy at 0.151 hartree. The value obtained for the HOMO-LUMO gap is 0.3060 Ha. The highest occupied orbital energy is -4.215 eV. The value obtained for the maximum force is 2.994 eV/A. The energy above the lowest of the compared OMol25 structures with the same formula, charge and spin comes out at 1.785 eV.

ORCA input file:
```
! wB97M-V def2-TZVPD RIJCOSX def2/J DEFGRID3
* xyz -1 1
C 0.2674 -0.0442 0.5840
N 2.0839 0.4997 -0.6990
N 0.7263 0.4834 -0.4768
O -2.8111 -1.3089 -0.5987
O -0.8881 -0.4634 0.8509
O -2.9705 0.9850 0.3967
S -2.3105 0.0515 -0.4683
H 0.9211 -0.3343 1.3471
H 2.3910 -0.4390 -1.1579
H 2.5904 0.5701 0.2220
*
```

[8]
Molecular formula: CH3N2O3S
Method: DFT, ωB97M-V with the def2-TZVPD basis set

The calculation puts the LUMO energy (alpha / beta) at 0.141 / 0.073 hartree. The value obtained for the HOMO-LUMO gap (alpha / beta) is 0.2357 / 0.2182 Ha. The highest occupied orbital energy (alpha / beta) is -2.582 / -3.959 eV. The value obtained for the maximum force is 4.603 eV/A. The energy above the lowest of the compared OMol25 structures with the same formula, charge and spin comes out at 1.055 eV.

ORCA input file:
```
! wB97M-V def2-TZVPD RIJCOSX def2/J DEFGRID3
* xyz -1 3
C 2.3389 0.0488 0.1255
N -1.4460 0.2896 0.1692
N 1.2675 -0.8938 -0.4829
O 3.2172 0.2534 -0.6924
O 2.1035 0.3939 1.2596
O -1.5959 -1.0489 0.1009
S 0.3761 -1.9390 0.3526
H -1.1383 0.5631 1.1069
H -0.7441 0.5993 -0.5089
H 1.4717 -1.1373 -1.4518
*
```

[9]
Molecular formula: CH3N2O4
Method: DFT, ωB97M-V with the def2-TZVPD basis set

The calculation puts the LUMO energy at 0.141 hartree. The value obtained for the HOMO-LUMO gap is 0.2504 Ha. The highest occupied orbital energy is -2.989 eV. The value obtained for the maximum force is 2.441 eV/A. The energy above the lowest of the compared OMol25 structures with the same formula, charge and spin comes out at 3.440 eV.

ORCA input file:
```
! wB97M-V def2-TZVPD RIJCOSX def2/J DEFGRID3
* xyz -1 1
C -0.8895 0.4326 -0.1028
N 1.1837 -2.4113 0.1768
N 0.7740 2.0177 0.6310
O 0.2917 -2.9144 -0.5072
O 1.3026 -1.1934 0.1524
O 0.5642 2.4863 -0.4602
O -0.1119 0.9926 1.0033
H -1.3645 1.1909 -0.6921
H -1.5058 -0.3142 0.4592
H -0.2445 -0.2868 -0.6602
*
```

[10]
Molecular formula: CH3N2OPS
Method: DFT, ωB97M-V with the def2-TZVPD basis set

The calculation puts the LUMO energy (alpha / beta) at 0.011 / -0.143 hartree. The value obtained for the HOMO-LUMO gap (alpha / beta) is 0.1857 / 0.2560 Ha. The highest occupied orbital energy (alpha / beta) is -4.763 / -10.845 eV. The value obtained for the maximum force is 6.945 eV/A.

ORCA input file:
```
! wB97M-V def2-TZVPD RIJCOSX def2/J DEFGRID3
* xyz 0 3
C -0.1565 -0.2657 -1.6590
N 0.0079 -0.0205 -2.7655
N 0.5849 1.1473 0.5107
O -1.4491 -0.4290 0.6986
P 0.0617 -0.4013 0.2335
S 1.0183 -2.0196 0.8161
H 1.5621 1.5223 0.9263
H -0.1073 1.7806 0.0775
H -1.5220 -1.3140 1.1617
*
```

[11]
Molecular formula: CH3N2PS
Method: DFT, ωB97M-V with the def2-TZVPD basis set

The calculation puts the LUMO energy at -0.013 hartree. The value obtained for the HOMO-LUMO gap is 0.3291 Ha. The highest occupied orbital energy is -9.308 eV. The value obtained for the maximum force is 3.841 eV/A. The energy above the lowest of the compared OMol25 structures with the same formula, charge and spin comes out at 1.761 eV.

ORCA input file:
```
! wB97M-V def2-TZVPD RIJCOSX def2/J DEFGRID3
* xyz 0 1
C 2.9858 -0.5129 -0.9511
N 2.6767 -0.1554 0.0627
N -1.3402 -0.7264 -0.6043
P -0.9340 -0.0591 0.7318
S -2.2347 1.5174 1.4218
H -1.8030 -0.4204 -1.4101
H 2.9401 -0.8575 -1.9511
H -2.2909 1.2143 2.7003
*
```

[12]
Molecular formula: CH3N2PS
Method: DFT, ωB97M-V with the def2-TZVPD basis set

The calculation puts the LUMO energy at -0.044 hartree. The value obtained for the HOMO-LUMO gap is 0.3198 Ha. The highest occupied orbital energy is -9.903 eV. The value obtained for the maximum force is 2.064 eV/A. The energy above the lowest of the compared OMol25 structures with the same formula, charge and spin comes out at 2.012 eV.

ORCA input file:
```
! wB97M-V def2-TZVPD RIJCOSX def2/J DEFGRID3
* xyz 0 1
C -1.0237 -1.1873 -0.3063
N -1.9186 -1.1692 -1.0445
N 0.3832 -1.3212 1.9011
P 0.6277 -1.0088 0.4223
S -0.2873 2.1509 -1.4594
H 0.5521 2.6072 -0.4060
H 0.9998 -1.3639 2.6763
H 0.6667 1.2923 -1.7835
*
```